(1)
Entry from the Open Molecules 2025 dataset: a structure of composition C8H8Cl2O2 in a non-equilibrium geometry (the ωB97M-V functional and the def2-TZVPD basis).

Results
ΔE to the lowest compared entry with this formula, charge and spin: 14.8 kcal/mol
Strongest force on any atom: 0.11233 Eh/bohr
LUMO level: 0.3 eV
Kohn-Sham gap: 9.5238 eV
Electronic energy: -37562.211 eV

```
! RIJCOSX wB97M-V def2-TZVPD def2/J DEFGRID3
* xyz 0 1
Cl 3.913 -0.702 -1.002
Cl 2.473 2.468 0.329
O 1.339 -2.096 1.098
O 0.241 0.647 1.948
C 0.665 0.271 0.693
C -0.416 0.200 -0.407
C -0.872 1.594 -0.734
C 2.594 -0.292 -0.093
C 1.487 -1.051 0.548
C -1.463 -0.672 0.180
C 2.010 0.897 0.186
C -1.940 -1.750 -0.373
H 0.143 -0.437 -1.253
H -1.892 1.506 -1.315
H -2.714 -2.476 0.035
H -1.999 -0.332 1.065
H -1.664 -2.220 -1.337
H -0.317 1.942 -1.640
H -0.941 2.362 -0.020
H -0.649 0.142 2.092
*
```



(2)
Entry from the Open Molecules 2025 dataset: a structure of composition C19H22F5N6O2PtS (the ωB97M-V functional and the def2-TZVPD basis).

Results
ΔE to the lowest compared entry with this formula, charge and spin: 0.0 kcal/mol
Strongest force on any atom: 0.00987 Eh/bohr
LUMO level: 2.2 eV
Kohn-Sham gap: 6.7656 eV
Electronic energy: -60760.536 eV

```
! RIJCOSX wB97M-V def2-TZVPD def2/J DEFGRID3
* xyz -1 1
Pt 0.702 -0.020 -0.255
S -2.037 2.124 -0.520
F -6.903 3.200 -1.731
F -3.139 2.957 2.176
F -5.613 3.790 2.759
F -7.508 3.913 0.818
F -4.434 2.372 -2.348
O -2.446 0.512 -0.327
O -1.323 -0.358 -0.598
N 3.195 5.542 0.225
N 0.801 -4.173 1.074
N 1.797 4.083 -1.185
N 0.998 -3.479 -1.134
N 0.869 1.852 -0.937
N 0.617 -1.891 0.542
C -3.678 2.651 -0.116
C 3.846 -0.142 0.090
C -6.269 3.504 0.517
C 5.757 -1.479 0.876
C -4.025 3.012 1.182
C 5.984 0.021 -1.113
C -5.303 3.442 1.505
C 1.369 2.905 -0.971
C 5.309 -0.150 0.254
C -5.960 3.139 -0.783
C 0.216 -3.910 2.374
C 2.644 -0.088 -0.057
C 0.652 -4.811 -1.591
C 1.178 -2.490 -2.192
C 2.530 4.820 -0.391
C 5.728 1.007 1.171
C 2.062 -4.897 1.168
C -4.676 2.716 -1.084
C 0.805 -3.109 0.154
H 5.422 1.963 0.747
H 6.840 -1.485 1.028
H 2.000 -1.818 -1.955
H 0.614 -1.806 1.550
H 5.678 0.962 -1.571
H 7.072 0.022 -1.005
H 0.213 -5.388 -0.783
H 1.884 -5.894 1.573
H 5.492 -2.314 0.224
H 5.255 0.909 2.149
H 5.270 -1.632 1.840
H 0.022 -4.864 2.866
H 1.531 -5.341 -1.971
H 1.415 -3.035 -3.105
H -0.730 -3.383 2.259
H 2.515 -4.995 0.185
H 5.700 -0.791 -1.784
H 0.876 -3.323 3.028
H 2.773 -4.374 1.820
H 0.273 -1.896 -2.346
H -0.076 -4.738 -2.402
H 6.813 1.013 1.305
*
```



(3)
Entry from the Open Molecules 2025 dataset: a cluster of 2 separate species, C27H60FN7O7P in total in a non-equilibrium geometry (the ωB97M-V functional and the def2-TZVPD basis).

Results
Strongest force on any atom: 0.13239 Eh/bohr
LUMO level: -2.9 eV
Kohn-Sham gap: 6.8871 eV
Electronic energy: -65729.053 eV

```
! RIJCOSX wB97M-V def2-TZVPD def2/J DEFGRID3
* xyz 1 1
P 2.186 -1.453 -4.330
F 0.177 3.833 -1.268
O 3.274 -1.634 -0.340
O -2.118 -2.131 -0.859
O 1.435 -0.370 3.472
O 0.728 7.379 0.885
O -0.402 5.520 0.920
O 2.364 -0.332 -3.304
O -7.058 -0.758 3.920
N -2.013 -0.773 -0.983
N -0.251 -0.813 0.498
N 1.931 -2.958 -5.275
N -1.110 1.268 -0.540
N 0.802 -0.775 -5.142
N 3.717 -1.283 -5.094
N -4.668 -2.607 1.852
C 0.339 1.372 1.570
C -0.305 -0.034 1.758
C 2.274 -1.314 0.621
C -6.404 -1.920 3.444
C 0.286 6.698 3.071
C 2.090 3.312 0.023
C 1.548 0.773 5.616
C 1.588 -0.597 4.884
C 0.797 2.796 -0.592
C -1.114 -0.076 -0.357
C 0.806 0.644 6.983
C 4.105 -0.321 -6.106
C -4.997 -1.603 2.861
C 0.155 -0.760 3.029
C 2.372 -3.152 -6.632
C -0.514 4.331 1.701
C 4.863 -1.696 -4.284
C 2.079 -4.186 -4.488
C 1.062 -0.816 -0.186
C -1.210 3.203 0.921
C -0.258 -0.408 -4.208
C -6.273 -2.988 4.560
C 0.911 0.260 -6.159
C -3.393 -2.416 -0.226
C -0.244 2.095 0.349
C 0.219 6.563 1.555
C -3.312 -2.443 1.309
H 0.132 1.891 2.514
H 0.875 7.566 3.363
H -2.732 -3.323 1.622
H 1.509 0.290 7.743
H -2.891 -1.503 1.682
H -6.050 -3.950 4.075
H 2.144 -2.296 -7.265
H 1.592 -5.030 -4.981
H 1.423 1.226 1.552
H -0.354 -1.160 -3.417
H -1.219 -0.360 -4.724
H 0.163 -1.845 2.796
H 3.133 -4.441 -4.316
H -0.616 -0.651 3.811
H -0.735 6.878 3.450
H -2.711 -0.338 -1.586
H 1.830 -3.999 -7.061
H -0.065 0.564 -3.727
H -0.023 -0.061 6.842
H 0.437 4.003 2.145
H 0.645 5.794 3.579
H 4.587 -1.842 -3.237
H 3.706 -0.792 -0.534
H -7.031 -2.302 2.629
H -1.374 0.198 1.917
H 3.445 -3.368 -6.705
H 2.583 -1.037 5.034
H 0.370 1.609 7.267
H 1.041 1.513 4.982
H 5.274 -2.643 -4.655
H -6.667 -0.485 4.762
H 5.660 -0.951 -4.297
H -1.159 4.565 2.566
H 1.295 -0.146 -7.096
H 1.539 1.102 -5.840
H -3.781 -3.366 -0.606
H -5.439 -2.693 5.210
H -1.822 3.626 0.117
H 4.370 0.656 -5.681
H 1.058 2.059 -1.373
H 2.711 3.663 -0.814
H -5.037 -0.588 2.441
H -4.285 -1.583 3.714
H 4.967 -0.703 -6.660
H -7.200 -3.105 5.130
H -4.149 -1.659 -0.493
H -1.894 2.706 1.627
H 0.975 -1.503 -1.042
H -4.785 -3.524 2.265
H 2.572 1.128 5.780
H 2.700 -0.534 1.271
H 0.865 -1.316 5.291
H 1.599 -4.066 -3.511
H -0.075 0.655 -6.414
H 3.335 -0.169 -6.858
H 1.963 4.196 0.656
H 2.086 -2.182 1.261
H 1.343 0.149 -0.644
H 2.692 2.559 0.542
H -0.988 1.491 -1.528
*
```



(4)
Entry from the Open Molecules 2025 dataset: a cluster of 8 separate species, C27H54BNO8S in total in a non-equilibrium geometry (the ωB97M-V functional and the def2-TZVPD basis).

Results
SMILES string: CB(O)N1c2ccccc2Sc2ccccc21.CCO.CCO.CCO.CCO.CCO.CCO.CCO
Strongest force on any atom: 0.05959 Eh/bohr
LUMO level: 0.5 eV
Kohn-Sham gap: 8.1258 eV
Electronic energy: -58257.085 eV

```
! RIJCOSX wB97M-V def2-TZVPD def2/J DEFGRID3
* xyz 0 1
S 0.211 4.709 -4.070
O 1.274 -3.594 1.877
O -4.685 -7.486 3.233
O -0.291 -1.106 -0.192
O 2.467 -5.563 -1.804
O 3.703 4.288 2.287
O -0.307 1.444 -2.291
O -1.420 -3.716 4.781
O -5.205 7.367 -2.069
N 0.326 3.574 -1.198
C 5.102 4.115 2.073
C 2.412 -7.735 -2.885
C 1.475 5.051 -2.855
C -0.966 3.926 -1.738
C -4.001 8.078 -2.357
C 5.581 2.790 2.636
C -5.115 -6.150 3.480
C -3.336 4.012 -1.322
C 0.110 -1.834 -1.353
C -0.753 -5.848 3.856
C 1.614 -6.536 -2.405
C 3.393 5.604 -0.963
C 2.676 -3.776 1.676
C -0.223 -3.303 -1.212
C 1.374 4.484 -1.609
C -6.547 -5.950 3.018
C 2.529 5.872 -3.189
C 2.336 4.782 -0.670
C -1.189 4.418 -3.003
C 3.476 6.120 -2.236
C 3.149 -5.074 2.300
C -2.052 3.745 -0.917
C 2.209 1.761 -1.744
C -3.925 9.348 -1.528
C -3.545 4.472 -2.607
C -1.660 -5.124 4.829
C -2.471 4.676 -3.430
B 0.696 2.230 -1.752
H -0.927 -5.497 2.835
H -5.940 7.949 -2.284
H 1.113 -3.576 2.828
H 2.757 2.265 -2.554
H 2.253 4.364 0.328
H -4.548 4.679 -2.962
H 5.273 4.155 0.998
H 5.393 2.737 3.712
H 3.104 -5.287 -2.469
H -4.440 -5.460 2.962
H -7.212 -6.644 3.532
H -2.710 -5.313 4.593
H 6.649 2.653 2.463
H 2.296 0.690 -1.947
H -5.033 -5.971 4.551
H 2.698 2.067 -0.814
H 0.883 -6.842 -1.658
H 3.211 -2.924 2.108
H -1.295 -3.439 -1.054
H -6.638 -6.148 1.947
H -3.166 7.418 -2.127
H 2.956 -5.079 3.376
H -3.004 9.896 -1.734
H -0.412 -1.400 -2.206
H 1.760 -8.483 -3.339
H 3.547 4.263 3.236
H -1.472 -5.456 5.849
H 4.218 -5.220 2.137
H -6.883 -4.930 3.213
H 0.076 -3.860 -2.102
H 1.186 -1.696 -1.501
H 5.639 4.948 2.540
H 2.612 6.295 -4.183
H 2.610 -5.920 1.871
H -4.748 -7.643 2.286
H 1.079 -6.070 -3.239
H -3.973 8.310 -3.427
H -0.919 -6.926 3.887
H 0.285 -3.729 -0.346
H -1.598 -3.422 3.881
H 5.040 1.963 2.173
H 2.948 -8.193 -2.053
H 3.159 -7.431 -3.622
H -4.169 3.866 -0.643
H -2.626 5.048 -4.440
H -4.775 10.001 -1.742
H -3.962 9.109 -0.465
H 4.141 5.825 -0.212
H -0.602 0.761 -1.672
H 0.179 -1.483 0.562
H 4.317 6.754 -2.510
H 0.294 -5.647 4.091
H 2.851 -3.784 0.601
H -1.900 3.384 0.098
*
```



(5)
Entry from the Open Molecules 2025 dataset: an isolated molecule of C9H12O2S in a non-equilibrium geometry (the ωB97M-V functional and the def2-TZVPD basis).

Results
SMILES string: COC(=O)[C@@H]1C=CC=C(SC)C1
ΔE to the lowest compared entry with this formula, charge and spin: 35.6 kcal/mol
Strongest force on any atom: 0.09364 Eh/bohr
LUMO level: 0.8 eV
Kohn-Sham gap: 8.9708 eV
Electronic energy: -24455.749 eV

```
! RIJCOSX wB97M-V def2-TZVPD def2/J DEFGRID3
* xyz 0 1
S -2.220 -1.441 0.988
O 1.042 0.568 -1.483
O -0.386 1.975 -0.478
C 0.464 1.128 -0.477
C 0.427 0.824 -2.827
C 1.801 -1.579 0.375
C -2.956 0.188 0.580
C 0.050 0.137 1.708
C 0.357 -1.805 0.284
C 2.164 -0.329 0.680
C 1.097 0.692 0.811
C -0.499 -1.053 0.956
H 3.213 -0.108 0.845
H 0.051 -0.204 -3.093
H -0.783 0.737 1.856
H -0.449 1.378 -2.785
H -3.077 0.210 -0.482
H -3.850 0.302 1.193
H 0.535 -0.050 2.760
H 1.237 0.901 -3.549
H -0.059 -2.651 -0.340
H -2.287 1.115 0.697
H 1.590 1.556 1.301
H 2.534 -2.489 0.480
*
```



(6)
Entry from the Open Molecules 2025 dataset: a cluster of 15 separate species, C3H35NO15S in total in a non-equilibrium geometry (the ωB97M-V functional and the def2-TZVPD basis).

Results
ΔE to the lowest compared entry with this formula, charge and spin: 7.0 kcal/mol
Strongest force on any atom: 0.06938 Eh/bohr
LUMO level: 4.7 eV
Kohn-Sham gap: 5.9153 eV
Electronic energy: -46718.779 eV

```
! RIJCOSX wB97M-V def2-TZVPD def2/J DEFGRID3
* xyz -2 1
S 2.612 0.118 -3.019
O 1.580 -0.446 3.033
O 2.387 1.961 1.824
O 2.028 -2.481 -1.125
O -2.662 -3.746 1.025
O -3.174 -1.176 2.154
O 0.838 -2.984 2.945
O 3.628 1.875 -0.687
O 3.006 -1.213 0.687
O -2.597 -1.613 -2.683
O -3.616 0.821 -1.630
O -1.432 3.488 2.686
O -0.283 -0.462 1.391
O -2.194 1.862 -3.596
O -0.743 -2.494 -0.926
O 1.221 3.775 -0.299
N -0.493 1.055 -0.477
C -0.715 0.740 0.988
C 0.773 0.404 -0.874
C 0.965 0.470 -2.393
H -1.187 0.673 -1.111
H -0.526 -1.818 -0.266
H -2.071 1.035 -3.121
H 0.091 -2.989 -1.014
H 3.138 2.689 -0.846
H -2.353 -1.483 2.542
H -2.254 -1.211 -3.475
H 1.525 3.512 0.589
H -2.273 2.463 -2.845
H 2.456 -1.972 -0.425
H 3.276 -0.527 0.074
H -3.070 -2.864 1.057
H 1.930 -2.119 -2.016
H -3.856 0.297 -2.396
H 2.492 -0.976 1.465
H 1.636 0.820 -0.368
H -3.164 -0.726 1.318
H -1.998 -3.608 0.333
H 1.640 -2.452 2.879
H 0.127 -0.032 -2.894
H 2.015 1.253 2.379
H 0.716 -0.647 -0.621
H -1.622 2.758 2.088
H 1.334 -0.576 3.947
H -0.351 1.601 1.567
H 0.244 -2.818 2.208
H 0.949 2.854 -0.462
H -3.761 0.349 -0.810
H -0.481 3.558 2.782
H 3.566 1.401 -1.537
H -1.824 0.951 1.058
H -1.914 -1.952 -2.063
H 0.770 1.545 -2.556
H 2.886 1.462 1.174
H 0.785 -0.403 2.344
*
```